[1]
C39H41BF3N3O3SeY | ωB97M-V/def2-TZVPD

The geometry in ORCA input format:
```
! RIJCOSX wB97M-V def2-TZVPD def2/J DEFGRID3
* xyz 1 1
Y -0.200 -0.081 -0.677
Se -2.358 1.784 -1.156
F -2.831 -6.911 -1.106
F -4.438 -6.047 0.064
F -4.380 -5.755 -2.082
O 3.071 -0.666 -0.459
O -0.952 0.249 1.505
O 2.984 1.380 0.547
N -2.511 1.612 -4.025
N -1.311 -2.261 -0.581
N -0.924 2.923 -3.377
C -1.138 -3.090 -1.622
C -0.890 2.894 -4.754
C 0.184 -0.953 -8.401
C 4.287 0.939 0.532
C -0.926 -1.338 -6.305
C 5.409 1.572 1.020
C -3.624 -5.839 -0.976
C 6.669 -0.340 0.273
C -1.751 1.987 2.951
C -2.033 4.593 3.936
C -3.895 1.332 4.258
C 7.941 1.535 1.392
C -1.882 2.074 -5.158
C -1.860 -4.258 -1.772
C 8.575 0.609 2.438
C 1.174 -0.161 -6.358
C -2.801 -4.580 -0.808
C -0.970 4.261 3.103
C 0.099 -0.674 -5.629
C -2.210 -2.595 0.351
C -1.682 0.656 2.422
C -2.943 3.600 4.287
C -2.980 -3.741 0.279
C -2.823 2.303 3.829
C 5.532 -0.970 -0.218
C -0.026 -0.327 -3.000
C 0.026 3.620 -2.530
C -1.902 2.113 -2.940
C -3.557 0.608 -3.987
C 0.387 2.718 1.725
C 4.338 -0.299 -0.074
C 0.039 -0.503 -4.205
C -0.883 -1.475 -7.683
C 1.212 -0.300 -7.734
C 8.907 1.711 0.212
C 7.721 2.904 2.038
C -2.193 5.982 4.472
C 6.636 0.918 0.889
C -0.803 2.985 2.598
B 2.209 0.387 -0.075
H -2.186 1.773 -6.143
H -3.876 0.407 -5.006
H -3.195 6.359 4.265
H -0.411 -2.784 -2.365
H 9.504 1.045 2.810
H -4.400 0.968 -3.400
H -1.467 6.666 4.039
H -2.312 -1.913 1.184
H 5.322 2.541 1.487
H 0.515 4.390 -3.121
H 1.092 3.544 1.788
H -1.752 -1.752 -5.741
H -1.679 -1.995 -8.197
H -0.500 4.079 -1.696
H 0.778 2.924 -2.150
H 9.845 2.148 0.557
H 5.582 -1.940 -0.692
H -2.341 -0.084 2.893
H -1.689 -4.898 -2.626
H 7.058 2.838 2.902
H 9.136 0.758 -0.264
H -3.161 -0.302 -3.537
H 7.902 0.464 3.284
H -0.245 5.022 2.846
H 0.911 1.803 1.991
H 0.218 -1.063 -9.476
H -2.063 5.984 5.554
H 0.075 2.623 0.679
H 2.050 0.098 -8.291
H 7.616 -0.850 0.170
H -3.700 -3.969 1.051
H 7.304 3.621 1.330
H 8.809 -0.370 2.022
H -4.295 1.640 5.222
H 8.477 2.371 -0.542
H -3.562 0.303 4.362
H -4.718 1.345 3.542
H -0.171 3.458 -5.317
H 1.974 0.341 -5.831
H 8.678 3.297 2.382
H -3.765 3.849 4.946
*
```

E_HOMO in eV: -9.9027
DFT total energy in a.u.: -4664.86857
Orbital gap in eV: 6.63
E_LUMO in hartree: -0.1203

---

[2]
C39H41ClN4O6PSSiTi | ωB97M-V/def2-TZVPD

The geometry in ORCA input format:
```
! RIJCOSX wB97M-V def2-TZVPD def2/J DEFGRID3
* xyz 1 1
Ti 0.568 -0.665 1.176
Cl -3.259 -0.099 -0.092
S -0.396 -2.594 2.751
P -0.687 -1.416 -1.383
Si 3.153 -2.708 0.402
O 0.790 -1.603 2.899
O 0.072 -3.913 2.467
O -0.888 -1.903 1.435
O 1.924 -1.529 0.440
O -1.339 -2.413 3.803
O 1.980 0.448 2.468
N 1.024 1.180 -0.132
N -0.692 0.960 2.285
N -5.038 8.614 3.289
N -1.815 2.667 3.113
C 3.698 1.935 1.574
C -4.495 7.602 3.266
C 0.575 -1.868 -2.621
C -2.890 0.285 -1.750
C -3.739 3.995 3.759
C -2.553 6.253 2.637
C 2.488 1.789 2.476
C 2.209 1.749 -0.444
C 1.390 -3.284 -4.396
C -1.910 -5.171 -0.433
C -0.075 2.671 -1.668
C -1.886 5.041 2.611
C 4.666 -1.938 -0.370
C -3.107 -5.317 -1.122
C 2.280 2.791 -1.362
C -3.808 6.339 3.235
C -1.700 -2.921 -1.268
C -1.029 0.689 3.603
C 2.515 -2.482 -4.529
C -4.396 5.212 3.801
C 2.669 -1.368 -3.716
C -3.601 -4.268 -1.882
C 3.461 1.263 0.216
C 2.574 -4.146 -0.612
C 0.421 -2.977 -3.451
C -2.900 -3.073 -1.959
C -1.185 2.160 2.038
C -2.488 3.920 3.163
C -1.726 1.730 4.119
C -1.497 0.054 -3.672
C -0.075 1.657 -0.735
C -3.432 1.480 -3.748
C -3.723 1.156 -2.430
C 1.139 3.254 -1.992
C 1.707 -1.068 -2.763
C -2.320 0.929 -4.367
C -1.212 -3.978 -0.505
C -1.766 -0.287 -2.347
C 3.505 -3.205 2.154
H 1.842 -0.207 -2.122
H -5.372 5.288 4.261
H 3.867 -2.372 2.763
H -4.202 3.106 4.165
H -1.005 2.972 -2.131
H -1.004 1.192 -0.445
H -0.451 -3.612 -3.353
H 5.155 -1.215 0.286
H 3.914 2.999 1.454
H 2.516 -0.154 2.999
H 4.439 -1.453 -1.322
H -1.525 -5.979 0.176
H 3.384 0.192 0.356
H 3.269 -2.724 -5.267
H 1.660 2.405 2.127
H 3.543 -0.737 -3.820
H -4.081 2.155 -4.289
H -0.297 -3.868 0.057
H 3.411 -4.833 -0.767
H -1.155 2.702 1.110
H 2.208 -3.841 -1.594
H 2.617 -3.623 2.629
H -0.761 -0.233 4.082
H 2.707 2.080 3.504
H -4.591 1.566 -1.931
H 5.391 -2.732 -0.571
H -3.294 -2.267 -2.565
H -3.657 -6.247 -1.060
H -2.133 1.901 5.100
H -2.094 1.172 -5.397
H -0.892 4.973 2.188
H -4.534 -4.377 -2.419
H -2.098 7.138 2.213
H 4.288 -3.968 2.158
H 4.578 1.483 2.039
H 3.248 3.218 -1.588
H -0.636 -0.373 -4.166
H 1.789 -4.701 -0.097
H 1.198 4.049 -2.724
H 4.310 1.448 -0.440
H 1.264 -4.153 -5.029
*
```

E_HOMO in eV: -11.2177
DFT total energy in a.u.: -4520.00072
Orbital gap in eV: 8.11
E_LUMO in hartree: -0.1141

---

[3]
C39H41MoNO2P2 | ωB97M-V/def2-TZVPD

The geometry in ORCA input format:
```
! RIJCOSX wB97M-V def2-TZVPD def2/J DEFGRID3
* xyz 2 3
Mo 1.026 -1.194 1.252
P -0.037 -1.849 -0.723
P -0.457 0.588 1.328
O -0.679 -2.752 4.043
O 3.173 -0.379 3.254
N 1.192 -1.547 3.320
C -0.914 -4.001 -2.351
C -0.015 1.472 -4.165
C 0.411 -2.232 4.261
C -1.046 3.515 -1.604
C 0.338 3.972 -3.620
C 3.241 2.335 1.017
C 1.418 -1.321 -3.061
C 0.149 3.716 -2.139
C 0.842 -3.357 1.425
C 2.144 1.482 0.836
C -2.228 -3.515 -0.364
C -2.800 0.834 4.639
C -1.746 1.069 2.476
C 0.927 1.803 1.463
C 2.539 -1.370 -3.893
C 1.435 -1.979 -1.830
C -0.952 -0.384 -1.173
C -1.770 -5.062 -2.645
C -1.307 1.426 -3.798
C -2.863 -5.343 -1.818
C -2.302 3.407 -2.434
C 1.926 3.722 2.525
C 3.659 -2.112 -3.506
C 0.813 2.910 2.315
C 3.138 3.439 1.877
C -1.141 0.657 -0.319
C -1.131 -3.229 -1.198
C 3.662 -2.789 -2.287
C -2.650 2.083 2.121
C 2.326 -0.993 3.899
C -3.083 -4.570 -0.674
C 2.332 -1.313 5.400
C -2.192 2.642 -3.770
C 2.559 -2.715 -1.431
C -3.616 2.486 3.046
C -1.847 0.414 3.715
C -3.688 1.862 4.297
C 1.127 -2.202 5.619
C 0.693 2.746 -4.479
H -4.452 2.167 5.012
H 3.278 -1.792 5.670
H 2.253 0.525 0.268
H -2.850 0.350 5.616
H 1.778 2.592 -4.412
H -1.181 -0.427 3.930
H -0.126 3.109 2.830
H 4.524 -3.380 -1.991
H 1.868 -3.451 1.833
H -2.659 4.419 -2.695
H -1.185 3.544 -0.511
H -3.922 -4.785 -0.012
H 2.559 -3.214 -0.460
H -1.827 0.476 -3.650
H 0.722 -4.046 0.582
H -2.591 2.539 1.130
H -0.549 4.450 -4.058
H -4.311 3.287 2.782
H 0.521 -0.773 -3.333
H 2.545 -0.842 -4.844
H -1.727 1.519 -0.651
H 4.017 4.065 2.070
H 0.433 -1.827 6.381
H 0.522 0.581 -4.488
H -1.582 -5.674 -3.527
H 1.153 4.697 -3.763
H -3.534 -6.166 -2.065
H 1.855 4.568 3.211
H -0.075 -3.782 -3.013
H 4.535 -2.156 -4.156
H -3.113 2.945 -1.852
H -1.916 3.353 -4.562
H -2.409 -2.911 0.527
H 0.489 3.013 -5.530
H 2.264 -0.376 5.964
H 1.050 3.803 -1.508
H 1.403 -3.232 5.882
H -3.212 2.315 -4.034
H 4.190 2.106 0.524
H -1.442 -0.383 -2.141
H 0.095 -3.580 2.200
*
```

E_HOMO (alpha / beta) in eV: -13.6605 / -13.6597
<S²>: 2.04
DFT total energy in a.u.: -2466.19468
Orbital gap (alpha / beta) in eV: 5.69 / 6.00
E_LUMO (alpha / beta) in hartree: -0.2928 / -0.2813

---

[4]
C39H41N4O3P2PdS3 | ωB97M-V/def2-TZVPD

The geometry in ORCA input format:
```
! RIJCOSX wB97M-V def2-TZVPD def2/J DEFGRID3
* xyz 1 1
Pd 0.434 -0.441 0.153
S -3.973 -5.429 3.768
S 2.347 -0.275 -2.698
S -1.401 1.425 0.054
P 0.058 -1.229 2.132
P -0.678 -2.478 0.117
O 2.111 -1.687 -2.532
O 2.286 1.107 0.689
O 1.972 0.343 -3.934
N 1.679 0.535 -1.423
N -1.217 -2.323 1.796
N -0.490 3.730 1.009
N 0.345 3.102 -1.033
C 3.525 -3.349 2.228
C 4.014 0.092 -2.244
C 0.065 1.232 3.324
C 6.376 0.818 -1.059
C -1.361 0.372 5.562
C 0.736 -4.414 -1.189
C -0.437 2.846 0.008
C -2.655 -1.955 2.001
C 0.413 4.871 1.135
C 1.328 -5.658 -1.324
C 5.188 1.010 -0.359
C -2.056 -2.521 -1.014
C 1.324 4.183 -1.062
C 4.009 0.644 -0.977
C -0.375 -0.083 3.419
C -1.079 -0.524 4.544
C -3.496 -3.175 2.326
C -2.790 -3.704 -1.139
C 0.063 -4.103 -0.007
C 5.176 -0.100 -2.958
C 2.945 -2.864 4.510
C -3.850 -3.756 -2.025
C 0.790 5.353 -0.256
C -0.215 2.117 4.356
C -0.006 -5.020 1.036
C 2.613 0.803 -0.471
C 1.250 -6.582 -0.288
C 0.585 -6.266 0.888
C -4.164 -2.645 -2.801
C -0.934 1.691 5.463
C -3.033 -3.905 3.580
C 6.368 0.276 -2.340
C -3.416 -1.482 -2.698
C -2.357 -1.416 -1.804
C 1.494 -2.147 2.722
C 1.800 -2.211 4.082
C -3.126 -6.105 5.204
C 3.807 -3.437 3.585
C 2.382 -2.699 1.797
H 7.318 1.100 -0.609
H -1.768 -0.510 -1.729
H 7.304 0.147 -2.867
H 0.529 -6.987 1.692
H -3.493 -3.860 1.477
H -3.182 -3.274 4.462
H -4.988 -2.694 -3.500
H 1.852 -5.906 -2.237
H -1.404 -1.555 4.622
H 0.452 2.337 -1.683
H 0.134 3.141 4.302
H -3.042 -1.464 1.105
H -3.215 -5.438 6.061
H -4.424 -4.668 -2.122
H 4.704 -3.939 3.920
H -3.609 -7.049 5.448
H -1.910 0.043 6.434
H 5.175 1.439 0.635
H 1.491 4.461 -2.101
H -2.716 -1.226 2.806
H 1.306 4.577 1.696
H -1.155 2.386 6.262
H 1.535 6.144 -0.192
H 3.168 -2.913 5.567
H -2.075 -6.294 4.986
H -4.530 -2.847 2.456
H -1.972 -4.152 3.512
H 5.164 -0.521 -3.953
H 2.194 -2.617 0.731
H 2.274 3.831 -0.647
H -0.100 5.654 1.692
H 0.817 -3.681 -1.985
H -3.650 -0.626 -3.316
H 4.201 -3.775 1.498
H 1.153 -1.753 4.819
H -0.513 -4.757 1.954
H 0.648 1.534 2.460
H -2.525 -4.581 -0.562
H 1.715 -7.553 -0.399
H -0.095 5.761 -0.749
H -1.084 3.468 1.781
*
```

E_HOMO in eV: -10.4337
DFT total energy in a.u.: -3960.54164
Orbital gap in eV: 7.03
E_LUMO in hartree: -0.1252